Record 1
C13H5BaCl4NO6 | ωB97M-V/def2-TZVPD

XYZ file:
```
30
Properties=species:S:1:pos:R:3:forces:R:3:mulliken_charge:R:1
C 1.12069 -0.01155 -4.80925 -0.03 -0.02 0.01 0.32
C -0.96145 -0.02627 4.45359 0.00 0.02 -0.02 -0.72
Cl 5.02057 0.06512 -3.88345 0.00 0.00 0.01 -0.22
C 2.67044 0.04278 -2.51695 0.01 0.00 0.05 0.16
O -1.21321 -3.44618 2.16809 0.00 0.00 -0.06 -0.43
O -1.82250 2.40233 0.43555 -0.08 -0.12 0.11 -0.52
H -1.00282 3.52742 3.09840 -0.01 -0.01 -0.06 0.31
C -1.47701 -2.32398 1.50363 0.02 -0.12 0.00 0.26
H -0.76031 -0.05183 5.51548 0.00 0.00 0.00 0.44
O -0.82050 -0.02932 -3.42004 -0.10 0.02 0.05 -1.16
C 1.28853 0.02215 -2.38600 -0.07 0.00 0.03 -0.03
H -0.95120 -2.16723 4.18875 0.00 0.01 0.02 0.51
C -1.10491 1.18493 3.79604 0.02 -0.02 0.01 -0.64
Cl 3.26233 0.00867 -6.47993 0.01 0.00 0.00 -0.21
C -1.34228 -1.10148 2.36966 0.01 0.03 0.02 0.37
C -1.36078 1.18036 2.43050 -0.01 0.02 -0.01 0.94
H -1.01913 2.10020 4.36639 0.00 0.00 0.00 0.19
O 0.66177 0.03554 -1.22610 -0.13 0.00 0.15 -0.99
Cl 0.12131 -0.04337 -6.22573 0.02 0.00 0.00 -0.22
O -1.79212 -2.30272 0.33995 -0.05 0.14 0.08 -0.58
H -1.28576 -4.18606 1.54307 0.01 0.02 0.03 0.39
N -1.49646 0.05495 1.73815 0.08 -0.04 0.14 -0.10
Cl 3.61531 0.07779 -1.05938 0.00 0.00 -0.02 -0.23
C 0.48368 -0.01081 -3.57327 -0.04 0.02 0.06 0.41
O -1.32388 3.61314 2.19270 0.04 -0.02 0.05 -0.45
Ba -1.73154 0.09638 -1.19614 0.23 -0.01 -0.56 1.87
C 2.51770 0.01185 -4.91739 0.03 0.00 0.01 0.15
C -1.07130 -1.19834 3.72830 0.02 -0.04 -0.03 -0.50
C 3.29306 0.03778 -3.77267 0.01 0.00 -0.04 0.21
C -1.51823 2.43775 1.59803 0.01 0.10 -0.02 0.46
```
Positions in Å, forces in eV/Å.

As for the charge: 0. The value obtained for the molar mass is 550.32 g/mol. The HOMO energy is -0.2203 Eh. As for the calculated total energy: -78123.525 eV.


Record 2
C4H8BrN2O2P | ωB97M-V/def2-TZVPD

XYZ file:
```
18
Properties=species:S:1:pos:R:3:forces:R:3:nbo_charge:R:1
H 1.18626 1.23848 1.62871 -0.09 0.34 -0.07 0.22
C -0.94197 -0.22709 -0.07237 -0.15 -0.46 1.91 0.79
N -0.27960 0.48115 -1.04100 1.29 0.83 -0.99 -0.80
H -1.13239 1.91290 -2.46978 0.51 -2.58 -0.06 0.23
C -0.68384 -1.00519 2.22204 3.23 -3.35 -2.07 -0.39
H -1.57883 -1.42702 1.98359 -2.54 -1.20 -0.90 0.24
H 0.25797 0.71845 -3.04967 -2.85 -0.05 0.64 0.23
Br 2.21082 -1.36986 -1.41177 -0.10 0.28 0.01 -0.24
O -2.01566 -0.76807 -0.15552 -0.52 0.11 -0.75 -0.62
O 2.14149 1.72958 -1.12207 -0.32 -0.50 -0.07 -1.03
H -0.85588 -0.40402 2.98796 -0.21 2.36 4.01 0.19
N -0.21339 -0.25685 1.13159 -0.86 0.62 -2.41 -0.45
C 1.09824 0.27567 1.12242 -0.74 1.67 -1.34 -0.55
H 1.74949 -0.36171 1.61264 1.66 -1.47 0.56 0.23
P 1.37273 0.55792 -0.68093 -0.05 0.26 0.66 1.94
H -1.57793 0.00336 -2.62050 1.10 1.20 -0.40 0.25
H 0.03613 -1.88145 2.37666 -0.84 1.19 0.53 0.18
C -0.77364 0.78375 -2.44202 1.50 0.74 0.74 -0.42
```
Positions in Å, forces in eV/Å.

As for the charge: 0. As for the SMILES: CN1C[P@@](=O)(Br)N(C)C1=O. The value obtained for the molar mass is 227.00 g/mol. The HOMO energy is -0.3518 Eh. As for the calculated total energy: -90685.677 eV.


Record 3
C32H29NO7P2PtTe | ωB97M-V/def2-TZVPD

XYZ file:
```
73
Properties=species:S:1:pos:R:3:forces:R:3:mulliken_charge:R:1
C -5.42388 -3.35049 -0.44688 0.03 0.03 -0.01 -0.42
H -3.24533 4.33768 -2.13711 0.01 -0.01 0.01 0.35
C 5.37502 -1.09932 3.99553 0.05 -0.05 0.00 -0.37
H -1.10934 -4.64426 0.18119 -0.01 0.03 0.02 0.40
O 0.04772 4.32075 2.83163 0.11 0.01 -0.11 -0.82
H -0.22275 -4.29688 2.47683 -0.01 -0.01 0.00 0.34
H 0.87040 -1.07296 -1.09417 0.04 0.11 -0.02 0.50
C -3.61075 3.61529 -1.41813 -0.07 -0.06 -0.05 -0.48
C 0.65580 -1.79333 -0.32210 0.01 -0.25 0.01 -0.57
O -1.02881 5.51995 -1.62686 -0.01 0.00 0.02 -0.75
O 0.16684 3.26194 -1.70962 0.11 -0.12 0.05 -0.56
H 1.28929 -0.44212 -3.90423 0.01 0.01 0.01 0.32
H 4.27973 0.03550 -0.89662 -0.01 -0.01 0.00 0.26
C 2.11362 -0.84699 -3.32608 0.05 -0.08 -0.03 -0.30
C -4.46077 -3.53337 0.53460 0.02 -0.04 0.01 -0.56
H -5.47312 4.62278 -1.06214 0.00 0.00 0.00 0.35
C 0.85714 -2.52293 1.94682 0.00 0.06 0.03 -0.12
H 3.06128 1.20359 3.05265 0.00 0.02 -0.01 0.55
C -0.16323 -2.88230 -0.59640 0.13 0.05 -0.02 -0.71
H 1.98672 -2.78337 -4.23853 0.00 0.00 0.00 0.37
H 2.25096 4.89667 -1.51130 -0.03 0.02 -0.09 0.33
Pt 1.14177 1.79929 -0.52833 -0.34 0.00 0.38 1.09
H -4.74543 1.13480 1.31500 -0.01 0.01 -0.01 0.40
C 2.12955 -0.45147 1.22134 0.10 -0.29 0.10 0.22
C 2.50369 -2.16752 -3.51048 -0.04 0.03 0.01 -0.51
C -3.50524 -2.55393 0.77189 -0.06 0.06 0.00 -0.39
C 3.94481 -1.94594 2.25426 -0.09 0.04 -0.08 0.06
H 4.97790 -2.30656 -1.21208 -0.01 0.00 0.00 0.37
H -6.15318 -2.02328 -1.96746 0.00 0.01 0.00 0.35
O 1.49501 5.42513 -1.80251 0.12 0.00 0.15 -0.63
C -3.48541 -1.36899 0.03335 0.07 -0.18 0.03 -0.06
Te -1.93576 0.04206 0.42862 -0.35 0.26 -0.06 0.30
C -0.46894 -3.79626 0.39900 -0.01 -0.13 -0.01 -0.40
H -2.06657 4.64146 0.32989 0.00 -0.03 -0.02 0.31
H -2.76267 -2.71352 1.54549 -0.04 0.03 -0.01 0.50
P -0.37489 3.90794 1.48300 0.17 0.09 0.24 0.53
H -4.45356 -4.44267 1.12587 0.00 0.00 0.00 0.36
H 6.20460 -1.23480 4.68063 0.00 0.00 -0.01 0.36
H 1.23546 -2.37222 2.95075 0.05 -0.02 -0.01 0.53
C 2.74028 -0.02753 -2.38431 -0.02 -0.01 0.04 0.53
C 3.79475 -0.58012 -1.64586 -0.08 0.03 0.01 -0.23
H 3.16610 2.01490 -2.06381 0.02 0.02 -0.03 0.60
C -4.43691 1.81882 0.53276 0.02 -0.02 -0.03 -0.14
C -2.80104 2.53558 -1.07668 -0.07 -0.02 -0.03 -0.55
H -6.17458 -4.11021 -0.63007 0.00 0.00 0.00 0.34
H -4.45852 -0.29739 -1.55691 0.01 0.03 0.00 0.45
C -4.45183 -1.20191 -0.96205 0.08 -0.01 0.09 -0.27
H 1.67937 1.72250 -2.98973 0.11 -0.04 -0.10 0.40
C -4.84391 3.77872 -0.80370 0.01 -0.01 0.02 -0.37
H 4.93789 0.89801 4.65559 0.00 -0.01 0.00 0.38
C 0.03149 -3.60533 1.68141 0.04 0.04 -0.02 -0.90
C 4.66599 0.09595 3.97871 -0.05 0.05 0.00 -0.66
H -0.56803 -3.00054 -1.59458 -0.02 -0.02 0.01 0.41
C 2.28436 1.36632 -2.15048 0.08 0.20 -0.07 -1.58
C -3.21129 1.63613 -0.10131 -0.01 0.10 0.08 0.11
H 3.82386 -3.74209 -2.87502 0.00 0.00 -0.01 0.36
H 5.56919 -3.04908 3.11842 0.00 0.00 0.00 0.36
H -6.20947 3.01425 0.66931 0.00 0.00 0.00 0.34
N 2.16147 0.69835 0.71305 0.10 -0.05 -0.06 -0.53
O 0.42283 4.76597 0.33446 0.05 0.13 -0.03 -0.22
C 3.23025 -0.74945 2.22641 -0.06 0.21 -0.01 0.21
P 0.15393 4.71269 -1.25547 -0.12 0.01 -0.04 0.52
C -5.41038 -2.17815 -1.19268 -0.05 -0.01 -0.03 -0.49
C 3.61037 0.27211 3.09799 0.04 -0.10 0.05 -0.50
C 3.53290 -2.70537 -2.75210 0.01 -0.05 0.01 -0.52
O -1.88965 4.39710 1.25099 -0.07 0.06 -0.02 -0.54
C 5.01450 -2.11708 3.12377 0.02 0.00 0.04 -0.81
O -0.22409 2.45753 1.06961 -0.10 -0.31 -0.22 -0.25
H 3.67192 -2.74316 1.57269 -0.03 -0.02 -0.01 0.43
C 4.17586 -1.89912 -1.81829 0.05 -0.03 -0.02 -0.46
C -5.25678 2.87612 0.16989 -0.04 0.04 0.01 -0.54
C 1.19703 -1.61049 0.94518 0.10 0.22 -0.09 0.26
H -1.82554 2.43661 -1.53453 -0.02 -0.02 -0.04 0.34
```
Positions in Å, forces in eV/Å.

As for the charge: -2. The value obtained for the molar mass is 924.21 g/mol. The HOMO energy is -0.0667 Eh. As for the calculated total energy: -78604.446 eV.